An isolated molecule of C18H20ClFN4O2. Source: OMol25; level of theory: wB97M-V/def2-TZVPD.

Results
* structure (SMILES): COc1cc/c(=N\C(=O)CC2CN(Cc3ccc(F)c(C)c3Cl)C2)[nH]n1
* ΔE to the lowest compared entry with this formula, charge and spin: 7.49 kcal/mol
* largest force on an atom: 0.33 eV/Å
* HOMO-LUMO gap: 8.54 eV

```
! wB97M-V def2-TZVPD RIJCOSX def2/J DEFGRID3
* xyz 0 1
C -6.15 -3.99 1.76
O -5.40 -2.78 1.83
C -4.08 -2.91 2.03
C -3.33 -1.68 2.12
C -2.01 -1.74 2.32
C -1.35 -3.04 2.43
N -0.10 -3.26 2.62
C 0.83 -2.22 2.66
O 1.14 -1.64 3.68
C 1.46 -1.85 1.33
C 0.68 -0.71 0.68
C 0.67 0.66 1.40
N 0.84 1.30 0.09
C 1.67 2.49 0.02
C 1.75 2.99 -1.40
C 0.65 3.65 -1.94
C 0.64 4.10 -3.24
C 1.76 3.87 -4.02
F 1.74 4.31 -5.30
C 2.89 3.22 -3.56
C 4.08 3.00 -4.45
C 2.85 2.79 -2.23
Cl 4.26 1.96 -1.63
C 1.34 0.04 -0.49
N -2.20 -4.10 2.34
N -3.54 -4.07 2.15
H -7.18 -3.69 1.60
H -5.80 -4.61 0.93
H -6.05 -4.56 2.68
H -3.86 -0.74 2.04
H -1.41 -0.85 2.42
H 2.48 -1.53 1.52
H 1.47 -2.71 0.66
H -0.33 -1.03 0.42
H -0.21 0.97 1.95
H 1.55 0.76 2.05
H 1.19 3.25 0.63
H 2.67 2.32 0.43
H -0.22 3.80 -1.31
H -0.21 4.62 -3.66
H 4.30 1.94 -4.53
H 3.90 3.40 -5.44
H 4.96 3.48 -4.03
H 2.43 -0.04 -0.44
H 1.01 -0.16 -1.51
H -1.81 -5.02 2.43
*
```

***

A structure of composition C18H20ClN6O2PdSSe. Source: OMol25; level of theory: wB97M-V/def2-TZVPD.

Results
* ΔE to the lowest compared entry with this formula, charge and spin: 0.00 kcal/mol
* largest force on an atom: 0.48 eV/Å
* HOMO-LUMO gap (alpha / beta): 7.12 / 6.95 eV

```
! wB97M-V def2-TZVPD RIJCOSX def2/J DEFGRID3
* xyz 1 3
Pd -0.47 -1.44 0.73
C 3.76 -3.04 0.81
C 2.30 -2.78 0.61
N 1.52 -2.20 1.43
N 1.97 -1.71 2.62
C 1.13 -0.97 3.39
N 1.68 -0.40 4.46
S -0.52 -0.79 3.11
C 1.66 -3.22 -0.67
C 2.34 -4.00 -1.59
C 1.69 -4.38 -2.75
C 0.39 -3.98 -2.97
C -0.22 -3.20 -2.00
N 0.39 -2.83 -0.88
H 4.14 -2.68 1.76
H 4.33 -2.56 0.01
H 3.95 -4.11 0.77
H 2.95 -1.51 2.69
H 2.66 -0.50 4.68
H 1.12 0.21 5.03
H 3.36 -4.30 -1.41
H 2.21 -4.99 -3.49
H -0.15 -4.26 -3.86
H -1.24 -2.85 -2.11
Cl 1.14 2.44 -2.07
C 1.24 2.43 -0.29
C 1.03 1.03 0.29
O 1.92 0.53 0.97
O -0.09 0.49 -0.03
H 0.47 3.11 0.08
H 2.23 2.80 -0.02
C -2.29 0.89 -2.44
N -2.61 1.37 -1.10
C -2.86 0.61 -0.03
Se -2.94 -1.25 0.06
N -3.02 1.42 1.03
C -2.82 2.74 0.65
C -2.86 3.94 1.35
C -2.59 5.09 0.63
C -2.31 5.05 -0.74
C -2.29 3.86 -1.44
C -2.55 2.71 -0.72
H -2.48 -0.18 -2.46
H -1.25 1.09 -2.65
H -2.94 1.39 -3.16
H -3.23 1.07 1.94
H -3.08 3.97 2.41
H -2.61 6.05 1.13
H -2.11 5.98 -1.26
H -2.06 3.83 -2.50
*
```

***

An isolated molecule of C18H20ClNO2. Source: OMol25; level of theory: wB97M-V/def2-TZVPD.

Results
* structure (SMILES): CCN(CC)C(=O)c1ccc(COc2ccccc2Cl)cc1
* ΔE to the lowest compared entry with this formula, charge and spin: 17.44 kcal/mol
* largest force on an atom: 0.58 eV/Å
* HOMO-LUMO gap: 9.46 eV

```
! wB97M-V def2-TZVPD RIJCOSX def2/J DEFGRID3
* xyz 0 1
C -1.07 0.20 2.15
H -2.11 0.31 1.85
H -0.62 -0.58 1.54
H -1.04 -0.11 3.19
C -0.33 1.52 1.95
N 1.04 1.47 2.43
C 2.08 1.02 1.69
O 3.21 0.93 2.13
C 1.74 0.61 0.28
C 1.58 -0.73 -0.03
C 1.25 -1.11 -1.32
C 1.08 -0.15 -2.31
C 1.30 1.18 -2.01
C 1.64 1.57 -0.72
H 1.81 2.61 -0.49
H 1.20 1.93 -2.78
C 0.64 -0.55 -3.69
O -0.08 -1.77 -3.75
C -1.15 -2.03 -2.95
C -1.98 -1.14 -2.26
C -3.03 -1.62 -1.48
C -3.28 -2.97 -1.38
C -2.48 -3.86 -2.08
C -1.44 -3.39 -2.84
H -0.80 -4.07 -3.39
H -2.67 -4.92 -2.02
H -4.09 -3.32 -0.77
H -3.64 -0.91 -0.96
Cl -1.84 0.59 -2.35
H 1.51 -0.74 -4.32
H 0.06 0.27 -4.16
H 1.11 -2.16 -1.55
H 1.70 -1.48 0.74
C 1.28 1.86 3.81
C 1.45 3.37 3.95
H 2.30 3.70 3.35
H 0.56 3.89 3.61
H 1.64 3.62 4.99
H 2.20 1.36 4.12
H 0.45 1.51 4.42
H -0.33 1.78 0.89
H -0.84 2.32 2.50
*
```

***

An isolated molecule of C18H20ClNO4S2. Source: OMol25; level of theory: wB97M-V/def2-TZVPD.

Results
* structure (SMILES): Cc1cc(OCC(=O)N(Cc2cccs2)[C@H]2CCS(=O)(=O)C2)ccc1Cl
* ΔE to the lowest compared entry with this formula, charge and spin: 0.00 kcal/mol
* largest force on an atom: 0.84 eV/Å
* HOMO-LUMO gap: 9.12 eV

```
! wB97M-V def2-TZVPD RIJCOSX def2/J DEFGRID3
* xyz 0 1
C 3.81 -3.41 3.16
C 2.49 -3.29 2.48
C 2.38 -2.78 1.20
C 1.14 -2.67 0.56
C -0.01 -3.08 1.21
C 0.08 -3.60 2.49
C 1.31 -3.71 3.11
Cl 1.39 -4.36 4.71
H -0.81 -3.93 3.00
H -0.98 -3.01 0.75
O 1.19 -2.14 -0.71
C -0.01 -2.02 -1.44
C -1.03 -1.03 -0.87
O -2.19 -1.37 -0.74
N -0.60 0.20 -0.52
C 0.70 0.75 -0.85
C 0.63 1.77 -1.94
C 0.22 1.59 -3.23
C 0.25 2.79 -3.99
C 0.68 3.85 -3.27
S 1.06 3.43 -1.65
H 0.79 4.87 -3.58
H -0.04 2.84 -5.02
H -0.09 0.64 -3.63
H 1.15 1.19 0.05
H 1.35 -0.07 -1.16
C -1.63 1.08 0.04
C -2.48 1.76 -1.04
H -3.40 1.22 -1.24
H -1.93 1.93 -1.95
S -2.90 3.39 -0.34
O -2.07 4.38 -0.96
O -4.31 3.62 -0.34
C -2.25 3.05 1.33
C -1.08 2.16 0.98
H -0.35 2.78 0.47
H -0.62 1.71 1.86
H -1.97 3.98 1.81
H -3.03 2.55 1.90
H -2.28 0.42 0.63
H -0.52 -2.99 -1.52
H 0.29 -1.71 -2.44
H 3.26 -2.45 0.67
H 4.01 -4.45 3.41
H 4.61 -3.05 2.52
H 3.81 -2.84 4.08
*
```

***

A structure of composition C18H20F5N2O4PdSSe. Source: OMol25; level of theory: wB97M-V/def2-TZVPD.

Results
* ΔE to the lowest compared entry with this formula, charge and spin: 0.00 kcal/mol
* largest force on an atom: 1.30 eV/Å
* HOMO-LUMO gap (alpha / beta): 8.53 / 5.80 eV

```
! wB97M-V def2-TZVPD RIJCOSX def2/J DEFGRID3
* xyz 3 5
Pd 0.15 -0.49 -0.70
C -1.72 1.86 -1.80
C -1.36 1.13 -3.10
O -0.65 -0.08 -2.76
C 0.38 -0.49 -3.68
C 0.63 -1.96 -3.44
O 0.68 -2.23 -2.01
C -0.18 -3.31 -1.59
C -1.63 -2.90 -1.60
O -1.77 -1.75 -0.75
C -2.98 -1.01 -0.99
C -2.86 0.30 -0.26
O -1.67 1.02 -0.63
H -2.71 2.31 -1.87
H -1.01 2.66 -1.61
H -0.72 1.77 -3.71
H -2.23 0.85 -3.68
H 1.27 0.12 -3.51
H 0.06 -0.33 -4.72
H 1.58 -2.25 -3.89
H -0.16 -2.56 -3.88
H 0.14 -3.56 -0.58
H -0.02 -4.19 -2.22
H -2.25 -3.72 -1.23
H -1.97 -2.64 -2.61
H -3.84 -1.56 -0.61
H -3.10 -0.87 -2.07
H -2.76 0.12 0.82
H -3.74 0.92 -0.42
S 2.49 0.29 -0.94
C 2.74 -0.91 0.24
N 3.97 -1.25 0.70
C 4.16 -2.21 1.63
C 3.07 -2.86 2.15
C 1.82 -2.48 1.67
N 1.67 -1.54 0.74
H 4.78 -0.76 0.32
H 5.18 -2.40 1.93
H 3.19 -3.64 2.89
H 0.92 -2.96 2.03
F -0.48 4.82 6.19
C -0.23 4.25 5.06
C -1.31 3.75 4.29
F -2.53 3.88 4.75
C -1.04 3.16 3.09
F -2.02 2.69 2.34
C 0.29 3.03 2.62
Se 0.65 2.35 0.96
C 1.35 3.52 3.43
F 2.59 3.37 2.99
C 1.11 4.13 4.63
F 2.07 4.59 5.38
*
```

***

An isolated molecule of C18H20N2O. Source: OMol25; level of theory: wB97M-V/def2-TZVPD.

Results
* structure (SMILES): COc1cccc(CNCCc2c[nH]c3ccccc23)c1
* ΔE to the lowest compared entry with this formula, charge and spin: 29.89 kcal/mol
* largest force on an atom: 0.52 eV/Å
* HOMO-LUMO gap: 8.72 eV

```
! wB97M-V def2-TZVPD RIJCOSX def2/J DEFGRID3
* xyz 0 1
C 1.53 1.28 4.41
H 2.17 0.98 3.57
O 0.89 2.51 4.16
C 0.05 2.60 3.09
C -0.24 1.56 2.21
C -1.12 1.76 1.15
C -1.70 3.00 0.97
C -1.41 4.04 1.83
C -0.55 3.84 2.89
H -0.31 4.64 3.58
H -1.87 5.01 1.69
H -2.37 3.14 0.13
C -1.42 0.63 0.20
N -1.20 1.05 -1.18
H -1.46 0.28 -1.80
C 0.15 1.47 -1.49
C 1.25 0.39 -1.35
C 0.89 -0.85 -2.12
C 0.74 -0.95 -3.47
N 0.36 -2.23 -3.80
C 0.27 -2.98 -2.66
C -0.08 -4.31 -2.49
C -0.09 -4.80 -1.20
C 0.24 -3.99 -0.11
C 0.59 -2.67 -0.28
C 0.60 -2.13 -1.57
H 0.85 -2.05 0.57
H 0.22 -4.41 0.88
H -0.36 -5.83 -1.02
H -0.33 -4.94 -3.33
H 0.19 -2.56 -4.74
H 0.87 -0.21 -4.23
H 2.18 0.81 -1.72
H 1.38 0.14 -0.30
H 0.39 2.31 -0.83
H 0.14 1.83 -2.52
H -2.49 0.38 0.28
H -0.85 -0.26 0.48
H 0.21 0.59 2.35
H 0.81 0.48 4.61
H 2.14 1.44 5.29
*
```

***

An isolated molecule of C18H20N2O3S. Source: OMol25; level of theory: wB97M-V/def2-TZVPD.

Results
* structure (SMILES): COc1cccc(/C=N/NC(=O)CSc2ccccc2C)c1OC
* ΔE to the lowest compared entry with this formula, charge and spin: 70.90 kcal/mol
* largest force on an atom: 1.11 eV/Å
* HOMO-LUMO gap: 8.74 eV

```
! wB97M-V def2-TZVPD RIJCOSX def2/J DEFGRID3
* xyz 0 1
C 2.99 0.72 -4.38
H 2.43 0.56 -5.30
O 3.10 -0.50 -3.66
C 1.93 -1.03 -3.18
C 1.61 -2.33 -3.55
C 0.46 -2.94 -3.09
C -0.40 -2.26 -2.26
C -0.10 -0.96 -1.85
C 1.08 -0.34 -2.30
O 1.38 0.93 -1.85
C 2.49 1.00 -0.98
H 2.64 2.05 -0.76
H 2.28 0.46 -0.05
H 3.39 0.58 -1.44
C -0.96 -0.24 -0.94
N -1.94 -0.81 -0.37
N -2.69 -0.08 0.48
C -3.55 -0.66 1.37
O -3.87 -1.82 1.36
C -4.09 0.33 2.40
H -4.43 -0.23 3.28
H -4.94 0.86 1.98
S -2.92 1.64 2.89
C -1.37 0.77 3.01
C -1.32 -0.57 3.37
C -0.11 -1.23 3.39
C 1.05 -0.56 3.07
C 1.00 0.78 2.74
C -0.20 1.47 2.70
C -0.26 2.92 2.34
H -0.92 3.09 1.49
H 0.73 3.29 2.10
H -0.65 3.50 3.18
H 1.91 1.32 2.51
H 2.00 -1.08 3.08
H -0.08 -2.28 3.66
H -2.22 -1.10 3.63
H -2.46 0.91 0.61
H -0.72 0.81 -0.76
H -1.31 -2.70 -1.89
H 0.23 -3.95 -3.39
H 2.29 -2.84 -4.22
H 2.51 1.50 -3.79
H 4.01 1.02 -4.62
*
```

***

A cluster of 3 separate species, C18H20N2O3S in total. Source: OMol25; level of theory: wB97M-V/def2-TZVPD.

Results
* ΔE to the lowest compared entry with this formula, charge and spin: 69.82 kcal/mol
* largest force on an atom: 2.05 eV/Å
* HOMO-LUMO gap: 9.69 eV

```
! wB97M-V def2-TZVPD RIJCOSX def2/J DEFGRID3
* xyz 0 1
C -5.12 -2.58 0.64
C -4.78 -1.09 0.57
C -5.51 -0.22 -0.21
C -5.15 1.12 -0.25
C -4.08 1.56 0.49
C -3.71 3.04 0.44
O -2.73 3.37 -0.57
S -1.19 2.97 -0.22
O -0.97 3.04 1.21
O -1.00 1.37 -0.59
C -3.37 0.69 1.30
C -3.71 -0.65 1.33
H -4.27 -3.20 0.37
H -5.43 -2.77 1.68
H -5.94 -2.78 -0.06
H -6.35 -0.58 -0.80
H -5.75 1.79 -0.87
H -3.48 3.43 1.43
H -4.63 3.55 0.12
H -0.10 1.32 -0.93
H -2.54 1.10 1.87
H -3.12 -1.31 1.96
N 2.89 1.94 -1.51
C 3.75 2.97 -1.50
C 4.61 3.24 -0.45
C 4.59 2.41 0.65
C 3.70 1.34 0.67
C 2.88 1.15 -0.43
H 3.73 3.59 -2.39
H 5.29 4.08 -0.50
H 5.24 2.59 1.49
H 3.65 0.67 1.51
H 2.18 0.33 -0.47
N 3.94 -2.35 0.63
C 4.66 -2.34 -0.50
C 4.47 -3.23 -1.54
C 3.48 -4.19 -1.41
C 2.72 -4.22 -0.25
C 2.99 -3.28 0.73
H 5.43 -1.58 -0.55
H 5.08 -3.18 -2.43
H 3.29 -4.91 -2.20
H 1.93 -4.95 -0.11
H 2.42 -3.26 1.65
*
```